{
  "formula": "C33H84N4O11",
  "method": "ωB97M-V/def2-TZVPD",
  "symbols": ["C", "C", "C", "O", "H", "H", "H", "H", "H", "H", "H", "H", "C", "C", "C", "O", "H", "H", "H", "H", "H", "H", "H", "H", "C", "C", "C", "O", "H", "H", "H", "H", "H", "H", "H", "H", "C", "O", "C", "C", "N", "C", "C", "O", "C", "H", "H", "H", "H", "H", "H", "H", "H", "H", "H", "H", "H", "H", "H", "H", "C", "O", "C", "C", "N", "C", "C", "O", "C", "H", "H", "H", "H", "H", "H", "H", "H", "H", "H", "H", "H", "H", "H", "H", "C", "O", "C", "C", "N", "C", "C", "O", "C", "H", "H", "H", "H", "H", "H", "H", "H", "H", "H", "H", "H", "H", "H", "H", "C", "O", "C", "C", "N", "C", "C", "O", "C", "H", "H", "H", "H", "H", "H", "H", "H", "H", "H", "H", "H", "H", "H", "H"],
  "xyz": [[2.129, 3.239, -3.148], [1.690, 3.795, -1.784], [2.931, 4.144, -0.925], [0.840, 4.924, -2.043], [1.306, 3.001, -3.752], [2.776, 2.325, -2.916], [2.733, 3.978, -3.622], [1.089, 3.046, -1.213], [2.634, 4.714, 0.030], [3.549, 4.815, -1.554], [3.503, 3.277, -0.640], [0.685, 5.449, -1.255], [-2.035, 1.656, -4.192], [-3.002, 1.223, -3.080], [-4.412, 1.724, -3.328], [-3.008, -0.236, -3.068], [-1.720, 2.678, -4.080], [-2.473, 1.574, -5.195], [-1.169, 0.962, -4.169], [-2.622, 1.607, -2.078], [-4.759, 1.409, -4.311], [-4.378, 2.834, -3.358], [-5.063, 1.378, -2.538], [-3.862, -0.645, -3.280], [-0.153, 0.483, -0.763], [0.457, 0.022, 0.543], [1.294, 1.118, 1.180], [-0.560, -0.195, 1.584], [-0.621, 1.458, -0.623], [-0.906, -0.191, -1.184], [0.669, 0.563, -1.489], [1.049, -0.928, 0.366], [1.649, 0.753, 2.144], [0.830, 2.076, 1.339], [2.226, 1.198, 0.633], [-1.344, -0.686, 1.145], [-0.518, -5.456, 4.080], [0.469, -4.471, 4.152], [0.281, -3.532, 3.089], [1.553, -2.696, 3.030], [2.648, -3.530, 2.591], [3.970, -2.930, 2.517], [4.353, -2.482, 1.056], [3.632, -1.295, 0.885], [3.838, -0.656, -0.359], [-0.413, -6.218, 4.896], [-0.528, -5.945, 3.128], [-1.515, -4.950, 4.249], [-0.527, -2.822, 3.204], [0.176, -4.004, 2.105], [1.687, -2.186, 4.025], [1.362, -1.925, 2.295], [2.638, -4.370, 3.183], [4.800, -3.620, 2.738], [4.059, -2.077, 3.187], [4.173, -3.344, 0.388], [5.410, -2.265, 1.088], [4.905, -0.502, -0.566], [3.354, 0.335, -0.325], [3.390, -1.295, -1.175], [-2.211, 2.783, 0.942], [-2.940, 1.644, 0.472], [-3.396, 0.930, 1.627], [-3.959, -0.379, 1.131], [-2.966, -1.101, 0.343], [-3.339, -2.493, -0.002], [-3.172, -3.516, 1.181], [-3.491, -4.841, 0.823], [-2.306, -5.487, 0.416], [-1.395, 2.459, 1.534], [-2.883, 3.471, 1.510], [-1.894, 3.313, 0.009], [-4.131, 1.513, 2.180], [-2.527, 0.828, 2.266], [-4.776, -0.095, 0.471], [-4.406, -1.023, 1.906], [-2.771, -0.564, -0.502], [-2.738, -2.799, -0.827], [-4.421, -2.563, -0.257], [-3.867, -3.268, 1.968], [-2.164, -3.397, 1.532], [-2.540, -6.560, 0.378], [-1.436, -5.222, 1.057], [-2.043, -5.196, -0.650], [2.646, 3.563, 4.062], [2.067, 4.834, 3.680], [1.222, 4.746, 2.604], [1.096, 6.158, 1.899], [0.255, 6.126, 0.663], [-0.618, 7.210, 0.633], [-1.485, 7.126, -0.555], [-2.285, 5.931, -0.396], [-2.828, 5.489, -1.681], [3.215, 3.799, 4.950], [3.158, 3.132, 3.227], [1.854, 2.916, 4.401], [0.194, 4.448, 2.899], [1.537, 4.029, 1.846], [2.020, 6.650, 1.712], [0.497, 6.738, 2.681], [-0.244, 5.274, 0.634], [-0.080, 8.132, 0.654], [-1.248, 7.306, 1.495], [-0.973, 6.989, -1.494], [-2.174, 7.983, -0.516], [-3.110, 4.449, -1.572], [-2.146, 5.693, -2.489], [-3.782, 5.969, -1.856], [1.772, -0.634, -3.811], [1.462, -1.483, -2.728], [0.367, -2.334, -3.137], [-0.007, -3.266, -2.042], [1.110, -4.111, -1.688], [0.769, -5.259, -0.949], [1.885, -6.305, -1.106], [1.661, -7.501, -0.442], [1.763, -7.307, 0.987], [1.242, 0.334, -3.736], [1.535, -1.040, -4.792], [2.880, -0.527, -3.939], [0.638, -2.934, -4.066], [-0.478, -1.691, -3.395], [-0.866, -3.881, -2.433], [-0.371, -2.779, -1.113], [1.847, -3.605, -1.175], [-0.118, -5.672, -1.464], [0.462, -5.140, 0.080], [2.912, -5.865, -0.822], [1.955, -6.524, -2.167], [1.473, -8.263, 1.425], [1.159, -6.533, 1.360], [2.785, -7.117, 1.329]],
  "multiplicity": 1,
  "total_charge": 0,
  "orbital_gap_ev": 9.18,
  "de_lowest_ev": 0.597
}

***

{
  "formula": "C33H86O30S9",
  "method": "ωB97M-V/def2-TZVPD",
  "symbols": ["O", "S", "O", "O", "C", "C", "C", "H", "H", "H", "H", "H", "H", "H", "H", "O", "S", "O", "O", "C", "C", "C", "H", "H", "H", "H", "H", "H", "H", "H", "O", "S", "O", "O", "C", "C", "C", "H", "H", "H", "H", "H", "H", "H", "H", "O", "S", "O", "O", "C", "C", "C", "H", "H", "H", "H", "H", "H", "H", "H", "O", "S", "O", "O", "C", "C", "C", "H", "H", "H", "H", "H", "H", "H", "H", "O", "S", "O", "O", "C", "C", "C", "H", "H", "H", "H", "H", "H", "H", "H", "O", "S", "O", "O", "C", "C", "C", "H", "H", "H", "H", "H", "H", "H", "H", "O", "S", "O", "O", "C", "C", "C", "H", "H", "H", "H", "H", "H", "H", "H", "O", "S", "O", "O", "C", "C", "C", "H", "H", "H", "H", "H", "H", "H", "H", "C", "O", "C", "C", "O", "C", "C", "O", "C", "H", "H", "H", "H", "H", "H", "H", "H", "H", "H", "H", "H", "H", "H"],
  "xyz": [[-5.576, 4.159, 2.721], [-5.135, 4.978, 1.594], [-4.816, 6.392, 1.859], [-3.955, 4.277, 0.653], [-2.799, 5.015, 0.303], [-1.867, 5.083, 1.474], [-6.497, 4.935, 0.367], [-3.091, 5.976, -0.121], [-2.328, 4.418, -0.478], [-1.027, 5.722, 1.202], [-1.590, 4.037, 1.604], [-2.334, 5.529, 2.352], [-6.563, 3.878, 0.110], [-6.212, 5.515, -0.511], [-7.361, 5.468, 0.764], [0.980, 0.598, -4.020], [1.992, 0.436, -5.052], [2.869, 1.537, -5.446], [2.901, -0.823, -4.426], [3.767, -0.497, -3.365], [3.929, -1.685, -2.407], [1.334, -0.465, -6.540], [3.529, 0.398, -2.789], [4.707, -0.265, -3.867], [2.978, -2.028, -1.998], [4.581, -1.349, -1.601], [4.302, -2.477, -3.057], [0.790, -1.326, -6.151], [2.259, -0.612, -7.097], [0.557, 0.150, -6.994], [-4.195, -4.027, 0.598], [-4.102, -4.266, -0.829], [-3.004, -5.009, -1.417], [-5.505, -4.872, -1.379], [-5.514, -5.458, -2.606], [-6.851, -6.317, -2.870], [-4.291, -2.633, -1.612], [-4.658, -6.128, -2.690], [-5.438, -4.605, -3.281], [-6.742, -6.987, -3.723], [-7.790, -5.802, -3.072], [-7.009, -7.011, -2.044], [-3.468, -1.939, -1.438], [-5.170, -2.149, -1.185], [-4.334, -2.803, -2.687], [1.577, 4.406, -0.345], [1.242, 4.448, -1.739], [-0.111, 3.986, -2.080], [1.446, 6.032, -2.296], [2.557, 6.797, -1.954], [2.502, 7.264, -0.513], [2.651, 3.623, -2.680], [2.591, 7.664, -2.613], [3.504, 6.277, -2.101], [3.143, 8.145, -0.540], [2.994, 6.653, 0.243], [1.486, 7.450, -0.165], [2.557, 2.545, -2.546], [3.604, 3.908, -2.235], [2.694, 3.994, -3.703], [0.657, -0.147, 8.135], [0.493, 0.678, 6.949], [-0.548, 0.487, 5.996], [0.577, 2.304, 7.244], [0.697, 2.816, 8.638], [1.878, 2.432, 9.581], [2.175, 0.505, 6.127], [-0.240, 2.648, 9.170], [0.827, 3.892, 8.522], [2.845, 2.269, 9.104], [1.642, 1.577, 10.215], [2.113, 3.245, 10.267], [2.345, -0.563, 5.987], [2.960, 0.970, 6.723], [2.119, 1.037, 5.177], [5.203, 2.032, -0.606], [4.158, 1.438, 0.190], [2.787, 1.217, -0.342], [4.841, -0.010, 0.737], [4.022, -0.851, 1.507], [4.542, -2.319, 1.402], [4.209, 2.463, 1.788], [2.955, -0.764, 1.298], [4.069, -0.585, 2.563], [3.904, -2.963, 2.007], [5.561, -2.437, 1.770], [4.369, -2.692, 0.393], [3.940, 3.495, 1.565], [5.232, 2.414, 2.160], [3.565, 2.036, 2.558], [-5.596, 2.929, -2.799], [-4.284, 3.103, -3.536], [-4.209, 3.094, -5.013], [-3.648, 4.585, -3.011], [-2.622, 5.171, -3.711], [-2.184, 6.501, -3.104], [-3.006, 1.982, -2.789], [-2.788, 5.379, -4.768], [-1.751, 4.516, -3.701], [-3.088, 7.085, -2.928], [-1.456, 6.967, -3.768], [-1.601, 6.305, -2.204], [-3.195, 0.984, -3.184], [-3.009, 2.012, -1.699], [-2.016, 2.244, -3.162], [-0.416, -6.183, -3.048], [0.813, -6.431, -3.776], [1.016, -6.082, -5.198], [2.156, -5.913, -2.936], [2.183, -6.052, -1.519], [3.294, -5.198, -1.027], [1.128, -8.307, -3.694], [2.277, -7.071, -1.145], [1.307, -5.620, -1.036], [3.190, -4.167, -1.367], [4.250, -5.630, -1.322], [3.197, -5.229, 0.058], [2.012, -8.538, -4.288], [0.262, -8.918, -3.948], [1.340, -8.441, -2.633], [1.151, -4.069, 2.621], [1.135, -3.068, 3.667], [1.751, -1.760, 3.536], [-0.410, -2.902, 4.246], [-1.079, -4.112, 4.455], [-2.221, -4.244, 3.421], [1.940, -3.821, 5.220], [-1.531, -4.068, 5.446], [-0.502, -5.020, 4.280], [-2.684, -5.213, 3.611], [-1.791, -4.221, 2.420], [-2.928, -3.415, 3.405], [1.603, -4.847, 5.369], [1.762, -3.210, 6.105], [2.994, -3.917, 4.959], [0.000, -2.733, -2.767], [0.447, -3.204, -1.570], [0.547, -2.260, -0.490], [-0.804, -1.537, -0.229], [-1.086, -0.376, -0.971], [-0.267, 0.785, -0.798], [-0.812, 1.735, 0.194], [-0.999, 1.023, 1.468], [0.156, 0.642, 2.210], [-1.075, -2.552, -2.733], [0.301, -3.545, -3.429], [0.528, -1.830, -3.075], [1.422, -1.616, -0.573], [0.587, -2.912, 0.382], [-0.955, -1.512, 0.850], [-1.553, -2.281, -0.500], [-0.083, 1.309, -1.736], [0.726, 0.396, -0.573], [-1.721, 2.246, -0.125], [-0.119, 2.567, 0.315], [-0.184, 0.169, 3.131], [0.758, 1.524, 2.427], [0.854, -0.011, 1.685]],
  "multiplicity": 1,
  "total_charge": 0,
  "orbital_gap_ev": 8.93,
  "de_lowest_ev": 6.137
}

***

{
  "formula": "C33H87N6O14",
  "method": "ωB97M-V/def2-TZVPD",
  "symbols": ["N", "O", "O", "O", "C", "C", "C", "O", "H", "H", "H", "H", "H", "H", "H", "C", "O", "C", "C", "N", "H", "H", "C", "C", "O", "C", "H", "H", "H", "H", "H", "H", "H", "H", "H", "H", "H", "H", "H", "H", "C", "O", "C", "C", "N", "H", "H", "C", "C", "O", "C", "H", "H", "H", "H", "H", "H", "H", "H", "H", "H", "H", "H", "H", "H", "C", "O", "C", "C", "N", "H", "H", "C", "C", "O", "C", "H", "H", "H", "H", "H", "H", "H", "H", "H", "H", "H", "H", "H", "H", "C", "O", "C", "C", "N", "H", "H", "C", "C", "O", "C", "H", "H", "H", "H", "H", "H", "H", "H", "H", "H", "H", "H", "H", "H", "C", "O", "C", "C", "N", "H", "H", "C", "C", "O", "C", "H", "H", "H", "H", "H", "H", "H", "H", "H", "H", "H", "H", "H", "H"],
  "xyz": [[0.075, 1.422, 1.288], [-0.608, 0.795, 2.126], [-0.218, 1.421, 0.080], [1.036, 2.115, 1.682], [-1.572, 2.870, -2.773], [-1.640, 4.051, -3.800], [-2.770, 5.042, -3.437], [-0.423, 4.668, -3.854], [-1.412, 3.202, -1.739], [-0.731, 2.205, -3.000], [-2.473, 2.246, -2.742], [-1.882, 3.572, -4.764], [-2.681, 5.304, -2.374], [-3.751, 4.559, -3.499], [-2.722, 5.994, -3.959], [5.390, 4.390, 0.101], [4.132, 4.412, -0.550], [3.324, 3.287, -0.330], [2.207, 3.237, -1.342], [1.394, 4.537, -1.389], [2.070, 5.190, -1.788], [0.672, 4.432, -2.119], [0.929, 5.049, -0.050], [0.260, 6.401, -0.166], [1.113, 7.284, -0.887], [2.259, 7.687, -0.156], [5.944, 5.315, -0.058], [6.028, 3.686, -0.445], [5.225, 4.227, 1.168], [2.945, 3.371, 0.695], [3.845, 2.325, -0.414], [1.517, 2.438, -1.074], [2.638, 3.151, -2.338], [1.796, 5.051, 0.606], [0.276, 4.265, 0.336], [0.082, 6.811, 0.834], [-0.718, 6.352, -0.639], [2.740, 8.563, -0.580], [3.045, 6.950, 0.050], [1.896, 7.906, 0.857], [-2.410, -1.810, 4.354], [-2.572, -0.406, 4.186], [-2.415, 0.375, 5.331], [-1.812, 1.683, 4.917], [-2.599, 2.259, 3.710], [-2.573, 1.555, 2.969], [-3.553, 2.347, 4.057], [-2.084, 3.636, 3.328], [-2.352, 3.935, 1.872], [-3.709, 3.919, 1.562], [-3.997, 3.978, 0.169], [-1.480, -2.112, 4.850], [-2.531, -2.311, 3.401], [-3.107, -2.089, 5.152], [-1.605, -0.064, 5.927], [-3.354, 0.513, 5.876], [-0.839, 1.511, 4.459], [-1.766, 2.431, 5.705], [-1.017, 3.619, 3.540], [-2.559, 4.344, 4.005], [-1.749, 3.318, 1.192], [-2.042, 4.967, 1.645], [-3.625, 4.951, -0.163], [-5.078, 3.963, 0.044], [-3.615, 3.070, -0.302], [0.375, -3.025, 1.548], [0.400, -2.515, 0.235], [1.683, -2.371, -0.401], [1.837, -1.009, -1.051], [0.737, -0.703, -2.037], [-0.053, -0.216, -1.586], [1.091, -0.037, -2.725], [0.215, -1.909, -2.810], [-0.837, -1.359, -3.734], [-1.810, -0.721, -2.913], [-2.971, -0.302, -3.594], [-0.608, -2.999, 2.013], [1.110, -2.518, 2.179], [0.624, -4.093, 1.511], [1.815, -3.234, -1.055], [2.356, -2.589, 0.434], [2.804, -0.996, -1.553], [1.796, -0.193, -0.329], [-0.167, -2.730, -2.212], [1.133, -2.267, -3.278], [-1.344, -2.217, -4.187], [-0.474, -0.741, -4.558], [-3.825, -0.949, -3.816], [-2.651, 0.309, -4.439], [-3.484, 0.380, -2.912], [3.867, 0.537, 2.496], [4.591, -0.104, 1.441], [5.970, -0.249, 1.643], [6.598, -1.257, 0.702], [5.652, -2.408, 0.451], [5.500, -2.954, 1.304], [4.692, -2.224, 0.157], [6.206, -3.440, -0.511], [5.378, -4.712, -0.540], [3.989, -4.437, -0.533], [3.248, -5.418, 0.211], [2.870, 0.120, 2.352], [3.851, 1.624, 2.466], [4.208, 0.118, 3.446], [6.215, -0.651, 2.634], [6.416, 0.740, 1.508], [7.485, -1.676, 1.166], [6.765, -0.793, -0.269], [7.241, -3.611, -0.220], [6.291, -2.979, -1.497], [5.720, -5.231, 0.362], [5.605, -5.280, -1.443], [3.214, -5.194, 1.281], [3.549, -6.454, 0.074], [2.218, -5.281, -0.120], [-2.729, -1.276, 0.408], [-2.990, -2.649, 0.572], [-2.912, -3.273, -0.680], [-2.837, -4.783, -0.557], [-4.150, -5.369, -0.097], [-4.315, -5.104, 0.874], [-4.928, -4.947, -0.611], [-4.182, -6.870, -0.303], [-4.444, -7.341, -1.757], [-5.333, -6.579, -2.538], [-6.659, -6.544, -2.019], [-3.573, -0.870, -0.162], [-1.775, -0.943, -0.004], [-2.753, -0.747, 1.362], [-2.102, -2.890, -1.302], [-3.853, -3.038, -1.202], [-2.074, -4.973, 0.198], [-2.609, -5.257, -1.508], [-4.951, -7.189, 0.402], [-3.258, -7.315, 0.062], [-4.724, -8.393, -1.675], [-3.524, -7.210, -2.327], [-7.290, -7.354, -2.397], [-7.090, -5.633, -2.435], [-6.825, -6.603, -0.939]],
  "multiplicity": 1,
  "total_charge": 3,
  "orbital_gap_ev": 4.30,
  "de_lowest_ev": 4.819
}